C25H41Cl3N3O3SSiY | ωB97M-V/def2-TZVPD

XYZ file:
```
78
Properties=species:S:1:pos:R:3:forces:R:3:mulliken_charge:R:1
C -2.313144 -2.619860 -4.825728 0.2 0.0 -0.6 -1.92
C -1.632628 -2.988447 -3.546672 0.9 -0.2 0.7 0.64
H -2.735518 -3.519015 -5.300811 0.1 0.3 0.1 0.46
H -1.619283 -2.180432 -5.553951 -0.1 0.0 0.1 0.20
H -3.123544 -1.905756 -4.674020 0.1 0.0 0.1 0.40
C -0.925245 -4.132762 -3.460347 -0.9 0.3 0.6 0.06
C -0.498683 -4.951218 -4.616582 0.2 -0.5 -0.5 -1.54
H -0.701764 -4.577050 -2.490565 0.2 0.5 -0.3 0.64
H 0.153081 -4.379289 -5.281353 -0.1 0.1 -0.1 0.28
H -1.318719 -5.348389 -5.220161 0.0 0.0 0.0 0.36
H 0.108217 -5.793594 -4.281005 -0.2 -0.1 0.0 0.39
Y 1.387342 1.404145 1.260285 0.3 0.2 0.2 1.14
Cl -1.247499 1.699482 1.003327 0.0 0.3 0.6 -0.69
Cl 1.942291 2.684857 -0.829884 0.1 0.4 -0.2 -0.64
H 1.252948 4.365738 5.371978 0.1 0.1 -0.2 0.25
H -1.242184 6.203008 4.600752 0.0 -0.2 -0.3 0.35
C 1.285115 5.154804 4.610009 0.0 0.0 0.3 -0.98
C -0.833048 6.039132 3.594597 0.2 -0.2 -0.1 -0.96
N 0.200029 4.994080 3.645871 0.3 0.2 0.0 0.28
H 2.260553 5.139400 4.108036 -0.3 -0.1 0.1 0.32
C 0.274008 4.002068 2.775225 0.4 -0.8 -0.2 0.18
O 1.181400 3.115128 2.818198 -1.0 1.2 0.1 -0.61
H -1.621596 5.716850 2.905031 0.2 0.2 0.2 0.32
H -0.501642 3.957570 1.991036 0.1 0.0 0.3 0.31
H 1.145858 6.116707 5.101460 0.1 0.0 0.0 0.41
H -0.398059 6.991003 3.254767 -0.1 -0.3 0.0 0.35
H 2.821805 -0.512892 -2.572994 0.0 0.0 0.3 0.14
H 2.829866 -2.852682 -1.931525 0.1 0.1 0.3 0.27
C 3.695561 -0.355364 -1.926116 -0.1 0.2 -0.2 -0.76
C 3.601862 -2.692793 -1.167912 0.5 -0.1 0.1 -0.81
N 3.668719 -1.284062 -0.802917 -0.1 0.0 0.2 0.25
H 3.700352 0.678203 -1.574466 0.0 -0.2 0.0 0.27
C 3.543678 -0.882880 0.461286 -0.6 1.0 -0.2 0.10
O 3.441342 0.329321 0.807360 0.5 -1.1 -0.2 -0.83
H 3.378268 -3.286149 -0.278511 0.0 0.0 -0.2 0.22
H 3.478629 -1.691262 1.208995 0.2 0.2 -0.3 0.41
H 4.574322 -0.557482 -2.545329 0.1 0.1 0.2 0.35
H 4.568334 -3.016559 -1.590694 -0.3 0.1 0.1 0.33
O -0.906426 -0.790353 -2.641673 -0.4 -2.8 0.5 0.11
C -1.723802 -1.975545 -2.389448 -0.2 0.5 0.1 0.02
C -0.082808 -3.171606 -0.891477 0.1 -0.1 0.5 -0.16
C -1.301870 -2.508520 -1.035813 -0.1 0.1 -0.1 0.97
H 0.600910 -3.215457 -1.740471 -0.2 0.0 0.4 0.32
C 0.264639 -3.758132 0.329127 -0.6 0.0 -0.1 -1.19
H -2.784579 -1.660221 -2.325673 0.4 0.0 0.1 0.51
C -2.114447 -2.298268 0.082338 0.2 -0.1 -0.1 -0.46
H 1.182765 -4.347705 0.396716 -0.2 0.3 0.1 0.36
C -0.586465 -3.608979 1.432825 -0.4 -0.1 -0.7 -0.68
C -1.765993 -2.856148 1.310015 0.4 -0.3 0.1 -0.81
H -2.991994 -1.648943 -0.005567 0.2 -0.4 0.0 0.31
H -0.347282 -4.087588 2.374446 0.1 0.1 0.0 0.41
H -2.398966 -2.704462 2.187529 0.2 0.0 -0.3 0.40
Si -0.934916 0.590973 -3.438263 -0.1 1.8 -0.6 0.13
Cl 0.737826 -0.871851 1.045537 -0.4 -1.4 -1.6 0.16
C 0.785899 0.893459 -4.099651 0.3 0.0 -0.2 -0.92
C -1.472053 1.979274 -2.314713 0.1 0.4 0.1 -0.76
C -2.103570 0.680167 -4.907095 -0.1 0.2 -0.4 -1.26
H 1.253021 -0.010477 -4.527878 -0.3 0.3 0.1 0.26
H 1.476763 1.317065 -3.361555 -0.2 -0.1 0.0 0.09
H 0.695454 1.636306 -4.900050 0.1 -0.1 0.0 0.42
H -1.757940 0.076870 -5.752967 -0.2 0.0 0.1 0.30
H -2.182939 1.719392 -5.282564 0.2 -0.4 0.3 0.43
H -3.121974 0.383560 -4.633977 0.1 -0.1 -0.1 0.32
H -2.207372 1.683573 -1.551375 0.2 0.0 -0.4 0.16
H -1.898381 2.781941 -2.937852 0.0 -0.1 0.2 0.35
H -0.616829 2.402066 -1.769301 -0.2 -0.1 -0.1 0.10
S 1.276467 -0.415149 3.844415 0.4 0.4 0.1 -0.30
C 0.219626 0.496545 4.755309 -0.2 -0.2 -0.6 0.39
N -0.993655 0.941165 4.257591 0.2 0.3 0.9 0.32
C -1.866819 1.655381 5.032203 0.7 -0.2 0.5 -0.24
C -1.554653 1.933696 6.353403 -0.7 0.1 -0.8 -0.64
C -0.318380 1.509812 6.879709 0.6 -0.6 -0.6 -0.24
C 0.557426 0.796509 6.083090 -1.0 0.9 1.2 -0.76
H -1.219566 0.777188 3.261181 0.2 0.1 0.3 -0.05
H -2.784089 1.964236 4.539755 0.1 0.0 0.1 0.45
H -2.268896 2.472134 6.970230 0.1 -0.1 -0.2 0.40
H -0.049268 1.732107 7.902680 -0.1 0.1 0.1 0.41
H 1.524133 0.442423 6.422624 -0.2 0.1 0.0 0.41
```
Positions in Å, forces in eV/Å.

Values from the calculation:
Highest occupied orbital energy   -7.3 eV
Kohn-Sham gap   7.23 eV
ΔE to the lowest compared entry with this formula, charge and spin   131.3 kJ/mol



C25H41F2FeN3O4S4 | ωB97M-V/def2-TZVPD

XYZ file:
```
80
Properties=species:S:1:pos:R:3:forces:R:3:mulliken_spin:R:1
Fe -0.138121 -0.289974 1.660337 0.2 0.4 0.5 3.59
C 0.429401 2.005713 2.110441 0.0 0.1 0.0 -0.03
C 0.742580 1.272595 3.277810 0.0 0.0 0.1 0.11
C -0.459266 0.714043 3.788276 0.2 0.1 0.2 0.05
C -1.521053 1.112640 2.946521 -0.1 0.0 0.0 -0.06
C -0.974387 1.887858 1.893589 0.0 0.3 0.0 0.10
C -1.792550 2.594628 0.853286 0.0 0.0 -0.1 0.01
C -2.979857 0.846883 3.158811 0.0 0.0 0.0 0.02
C -0.545747 -0.104238 5.040123 0.0 -0.1 0.0 0.01
C 2.039180 1.381367 4.022065 0.1 -0.1 -0.1 0.02
C 1.372492 3.008643 1.505572 0.0 0.1 0.0 0.01
H -1.215055 2.844069 -0.037707 0.0 0.0 0.0 0.00
H -2.202222 3.533770 1.236300 0.0 0.0 0.0 0.00
H -2.639264 1.984792 0.532183 0.0 0.0 0.0 0.00
H -3.459544 1.683091 3.674886 0.0 0.0 0.0 0.00
H -3.146432 -0.045029 3.762032 0.0 0.0 0.0 0.00
H -3.508364 0.691574 2.219875 0.0 0.0 0.0 0.00
H 0.174428 -0.926611 5.036232 0.0 0.0 0.0 0.00
H -1.534432 -0.543210 5.168964 0.0 0.0 0.0 0.00
H -0.339718 0.498619 5.927942 0.0 0.0 0.0 0.00
H 2.896672 1.466167 3.351789 0.0 0.0 0.0 0.00
H 2.219641 0.526914 4.670106 0.0 -0.1 0.0 0.00
H 2.039662 2.276125 4.653340 0.0 0.0 0.0 0.00
H 2.257087 2.563727 1.042097 0.0 0.0 0.0 0.00
H 1.738429 3.690680 2.277742 0.0 0.0 0.0 0.00
H 0.881905 3.637572 0.761765 0.0 -0.1 0.0 0.00
C 1.935303 -4.431236 2.190184 0.1 0.1 0.0 0.00
C 2.787438 -3.420284 2.966600 0.0 0.0 0.0 0.01
S 2.401925 -1.666843 2.701642 -0.2 0.0 -0.1 0.03
C 3.718669 -1.109946 1.597871 0.1 0.0 0.1 0.00
C 3.910964 -1.904985 0.316145 0.1 -0.1 0.1 0.00
S 2.434743 -1.809239 -0.720804 -0.1 0.0 0.0 0.00
C 2.364986 -3.438934 -1.495008 0.1 0.0 -0.1 0.00
C 1.736721 -4.551829 -0.671315 0.0 0.0 0.0 0.00
S 2.718967 -5.163360 0.725869 0.1 -0.1 0.0 0.00
H 0.998924 -3.978697 1.881646 -0.1 0.0 0.0 0.00
H 1.696431 -5.267580 2.847574 0.0 0.0 0.0 0.00
H 3.852373 -3.568523 2.784955 0.0 0.0 0.0 0.00
H 2.630178 -3.570069 4.036068 0.0 0.0 0.0 0.00
H 4.658978 -1.084513 2.154100 0.0 0.0 0.0 0.00
H 3.447813 -0.072760 1.381411 0.0 0.0 0.0 0.00
H 4.108258 -2.953636 0.543738 0.0 0.1 0.0 0.00
H 4.769667 -1.504138 -0.225326 0.0 0.0 0.0 0.00
H 3.360217 -3.718174 -1.844726 0.0 0.0 0.0 0.00
H 1.749737 -3.276434 -2.383276 0.0 0.0 0.0 0.00
H 1.594648 -5.416179 -1.323040 0.0 0.0 0.0 0.00
H 0.756255 -4.252805 -0.302579 0.0 0.0 0.0 0.00
C -3.578301 4.117037 -4.024413 0.0 0.0 0.0 0.00
C -3.168862 3.435097 -5.320080 -0.1 0.1 0.0 0.00
S -1.551506 2.714921 -5.280537 0.1 0.0 0.0 0.00
O -1.169904 2.385341 -6.628226 0.1 0.0 0.0 0.00
O -0.690319 3.539421 -4.463121 0.0 0.0 -0.1 0.00
C -1.806452 1.199510 -4.389636 0.0 -0.1 0.0 0.00
C -0.460363 0.557157 -4.051818 0.1 -0.1 0.0 0.00
N -0.508076 -0.078128 -2.739126 0.1 0.3 0.0 0.00
C -0.071548 0.503873 -1.600629 0.1 0.1 0.1 0.01
N -0.361162 -0.234847 -0.535207 -0.2 -0.6 -0.3 0.04
C -0.974788 -1.370035 -1.012119 0.0 0.2 0.1 0.02
C -1.085020 -1.266214 -2.356182 -0.2 -0.5 -0.4 -0.03
N -1.670566 -2.202890 -3.276401 0.1 0.1 0.1 0.00
O -1.810239 -1.821917 -4.440539 -0.1 -0.5 0.6 0.00
O -1.981780 -3.294614 -2.833299 0.1 0.6 -0.4 0.00
C 0.723450 1.754900 -1.592210 0.0 0.0 0.1 0.00
H -4.533089 4.620100 -4.168995 0.0 0.0 0.0 0.00
H -2.836332 4.852592 -3.722719 0.0 0.0 0.0 0.00
H -3.700767 3.402987 -3.210166 0.0 0.0 0.0 0.00
H -3.113096 4.126488 -6.162853 0.0 0.0 0.0 0.00
H -3.843729 2.625076 -5.600222 0.0 0.0 -0.1 0.00
H -2.427322 0.541018 -4.994945 0.0 0.0 0.0 0.00
H -2.337235 1.473020 -3.476086 0.0 0.0 0.0 0.00
H 0.317694 1.313859 -3.995057 0.0 0.0 0.0 0.00
H -0.178219 -0.176019 -4.801523 0.0 0.1 0.1 0.00
H -1.302064 -2.173751 -0.384165 0.0 -0.1 0.1 0.01
H 0.205495 2.582521 -2.078790 0.0 0.0 0.0 0.00
H 1.671868 1.601735 -2.110803 0.0 0.0 0.0 0.00
H 0.934848 2.010152 -0.560357 0.0 0.0 -0.1 0.00
F -2.442360 -1.464913 1.395040 -0.3 0.1 0.3 0.01
C -1.342414 -1.926987 2.209231 -0.4 -0.7 -1.5 0.03
F -1.016558 -3.120422 1.453053 0.3 -0.1 0.3 0.01
H -1.859967 -2.378292 3.056789 0.2 0.4 0.4 0.01
```
Positions in Å, forces in eV/Å.

Values from the calculation:
Highest occupied orbital energy (alpha / beta)   -6.7 / -7.7 eV
Kohn-Sham gap (alpha / beta)   5.93 / 6.94 eV
Spin multiplicity   5



C25H41F3O2P2Ti | ωB97M-V/def2-TZVPD

XYZ file:
```
74
Properties=species:S:1:pos:R:3:forces:R:3:mulliken_charge:R:1
Ti 0.066424 -0.275097 2.114831 -0.1 2.9 0.4 -0.95
C -0.895055 -2.114413 3.043736 0.8 0.2 0.1 0.96
C 0.427935 -2.463953 2.582589 -0.2 0.4 1.2 0.34
C 0.636805 -0.812075 4.231778 -0.4 -1.1 -0.2 0.26
C -0.766613 -1.093116 4.060820 1.0 -0.9 0.0 0.78
C 1.374053 -1.658693 3.317639 -0.9 -0.1 0.0 0.95
C -2.172818 -2.739336 2.601532 -0.6 -0.1 -0.2 -1.60
H -2.093245 -3.138885 1.583754 0.0 0.0 0.2 0.26
H -3.006615 -2.020995 2.624963 0.3 -0.3 0.0 0.42
H -2.453396 -3.573524 3.263854 0.2 0.2 -0.2 0.36
C -1.897240 -0.499301 4.824163 -0.3 0.5 0.0 -1.33
H -2.860577 -0.779208 4.390461 0.2 0.0 0.1 0.32
H -1.856071 0.597472 4.821776 0.0 -0.2 0.2 0.26
H -1.881314 -0.843481 5.868365 0.1 0.1 -0.3 0.35
C 1.258252 0.121889 5.208356 0.0 0.5 0.1 -1.27
H 1.395977 -0.368670 6.181604 -0.1 0.0 -0.2 0.35
H 0.637012 1.010177 5.374839 0.1 -0.2 0.0 0.29
H 2.242944 0.464802 4.870795 -0.2 -0.1 0.1 0.31
C 2.856325 -1.703280 3.181239 0.6 0.2 -0.1 -1.51
H 3.302183 -2.368636 3.936410 -0.2 0.1 -0.2 0.36
H 3.311779 -0.710764 3.324713 -0.1 -0.3 0.0 0.38
H 3.158303 -2.074555 2.194394 0.0 0.0 0.2 0.29
C 0.766396 -3.524912 1.598801 0.1 -0.1 -0.5 -1.38
H 0.995388 -4.474793 2.101824 -0.1 0.3 0.0 0.32
H 1.647873 -3.255186 1.008041 -0.1 -0.1 0.1 0.32
H -0.063882 -3.713230 0.911173 0.1 0.0 0.1 0.31
C -1.751499 1.139032 -4.646891 -0.2 -0.3 0.2 -0.26
C -1.815322 -0.199943 -4.650383 -0.4 0.5 -0.2 -0.69
C -1.015719 -1.143302 -5.497719 0.5 -0.2 -0.1 -0.62
C 0.361842 -0.626154 -5.989846 -0.2 -0.4 -0.5 -0.98
C 1.295118 -0.153576 -4.907958 0.3 0.2 0.3 -0.16
C 1.356596 1.066957 -4.355540 0.3 -0.4 -0.4 -0.56
C 0.559368 2.276883 -4.742385 -0.5 0.2 -0.1 -0.57
C -0.806048 2.010805 -5.427440 0.2 0.6 -0.2 -1.01
H -1.597920 -1.429515 -6.391619 0.1 0.1 0.3 0.34
H 0.194209 0.134540 -6.759635 0.3 -0.3 0.3 0.30
H -0.863570 -2.079842 -4.942041 0.0 0.1 -0.1 0.29
H -0.622656 1.629935 -6.437816 -0.3 0.2 0.4 0.33
H -2.508567 1.688527 -4.072282 0.3 -0.3 0.0 0.41
H -2.622214 -0.676326 -4.081400 0.1 0.2 -0.1 0.82
H -1.289931 2.990997 -5.567750 0.2 -0.3 0.0 0.43
H 0.392900 2.893460 -3.847010 0.0 -0.1 -0.1 0.26
H 2.155018 1.264283 -3.630038 -0.1 -0.1 -0.2 0.61
H 1.151048 2.912563 -5.425036 -0.1 -0.2 0.3 0.39
H 0.849100 -1.466924 -6.510168 -0.2 0.3 0.2 0.43
H 2.044901 -0.894159 -4.600952 -0.3 0.2 0.1 0.39
P -1.281086 -0.022485 -0.021739 -0.3 -0.2 -1.0 1.29
C -2.843823 0.899220 -0.025421 -0.1 0.2 0.3 -1.18
C -1.476246 -1.389259 -1.201829 0.0 -0.4 0.2 -0.88
P 1.586161 0.504603 0.223482 0.4 0.0 -0.4 1.23
C 0.096732 0.981845 -0.769715 -0.2 0.1 0.4 -0.59
C 2.546017 -0.619612 -0.828251 0.1 -0.2 0.1 -1.05
C 2.588400 1.982720 0.558129 0.1 0.1 0.2 -1.25
H -2.829357 1.636315 0.790306 0.0 -0.1 -0.3 0.33
H -3.666310 0.198060 0.181422 0.3 0.1 -0.1 0.45
H -3.015436 1.389301 -0.994145 0.1 -0.2 0.2 0.36
H -1.576247 -1.023923 -2.235637 0.0 0.1 0.4 -0.14
H -2.364020 -1.973309 -0.922705 0.2 0.1 -0.1 0.54
H -0.605390 -2.052432 -1.134837 -0.1 0.1 -0.1 0.35
H 2.832218 2.522468 -0.366276 -0.1 -0.2 0.2 0.44
H 3.519159 1.684031 1.062825 -0.2 0.0 -0.2 0.43
H 2.051438 2.646735 1.246713 0.1 -0.1 -0.2 0.28
H -0.117818 2.047967 -0.620224 0.1 -0.1 -0.1 0.58
H 0.230343 0.751359 -1.837406 -0.1 0.2 0.1 -0.25
H 3.515768 -0.809496 -0.342469 -0.3 0.1 -0.2 0.47
H 2.695334 -0.197938 -1.834423 0.0 -0.1 0.4 0.32
H 2.008329 -1.574266 -0.904464 0.2 0.2 -0.1 0.31
F -0.814901 4.015304 4.786076 0.4 -0.3 -1.3 -0.23
C -0.323781 3.862118 3.525199 0.1 1.1 0.6 0.74
F -0.824010 4.855555 2.745766 0.4 -1.2 0.6 -0.23
F 1.022347 4.038037 3.592916 -1.1 -0.5 -0.3 -0.22
C -0.769593 2.444812 2.984639 -2.0 1.5 0.5 0.32
O -1.976362 2.248948 2.889284 1.9 -0.3 -0.1 -0.57
O 0.194668 1.626846 2.714231 0.1 -1.9 -0.7 -0.11
```
Positions in Å, forces in eV/Å.

Values from the calculation:
Highest occupied orbital energy   -13.7 eV
Kohn-Sham gap   5.40 eV
ΔE to the lowest compared entry with this formula, charge and spin   0.0 kJ/mol
Total charge   +2



| no. | molar mass (g/mol) |
| --- | --- |
| 1 | 687.0 |
| 2 | 669.7 |
| 3 | 540.4 |